The following is a quantum chemistry calculation of one molecule with the formula C2H4N2O, from OMol25.

Properties
**Energy above the lowest of the compared OMol25 structures with the same formula, charge and spin**: 0.895 eV
**SMILES**: C=NC(N)=O
**Charge**: 0
**E**: -7165.58474 eV
**Lowest unoccupied orbital energy**: 0.18 eV

Atoms and positions in Å:
C1 1.413 -0.431 -0.454
N1 0.771 0.383 0.261
C2 -0.513 0.699 -0.030
N2 -1.252 -0.416 -0.450
O1 -1.068 1.656 0.354
H1 2.291 -0.811 -0.056
H2 1.012 -0.811 -1.348
H3 -0.878 -1.282 -0.619
H4 -2.284 -0.332 -0.295

Forces on the atoms, in the same order (eV/Å):
C -1.0958 1.0331 0.8433
N 2.7534 -0.2038 0.3380
C -2.0446 -3.6369 0.1494
N -2.6864 2.8544 0.2199
O -1.1280 3.3822 0.2775
H 1.8976 -0.5902 0.3476
H -0.2535 -0.5471 -1.4980
H 0.8567 -2.1045 -0.2413
H 1.7006 -0.1873 -0.4365